# 1
The following is a DFT calculation (the ωB97M-V functional and the def2-TZVPD basis) of a structure of composition C37H25AsN4OV.

Computed properties:
molecular weight: 667.50 g/mol
orbital gap (alpha / beta): 7.47 / 7.80 eV
HOMO energy (alpha / beta): -7.886 / -8.250 eV
spin multiplicity: 4

Last column: Mulliken spin population.
Cartesian coordinates (Å):
V1 -1.044837 -1.265416 1.472678  3.073
C1 1.703120 -0.602602 4.891340  -0.002
C2 1.699450 0.796117 4.986288  0.009
C3 0.881839 1.552745 4.162923  -0.004
C4 0.101711 0.850609 3.224793  -0.329
C5 0.085142 -0.535945 3.078573  0.137
C6 0.888640 -1.233760 3.962967  -0.057
C7 -0.894575 1.595717 2.417743  0.053
C8 -1.081962 3.005682 2.659126  0.002
C9 -1.802414 3.756040 1.815462  0.006
C10 -2.460037 3.096290 0.741484  -0.008
C11 -3.135297 3.855284 -0.295605  0.004
C12 -3.874925 3.237197 -1.263800  -0.002
C13 -4.013632 1.821165 -1.200708  0.009
C14 -3.320440 1.036203 -0.286005  -0.013
C15 -2.448912 1.648816 0.647754  0.017
N1 -1.554534 0.946056 1.439701  -0.060
H1 2.407089 -1.185775 5.508727  -0.001
H2 2.384919 1.248597 5.725598  0.001
H3 0.934639 2.612482 4.259195  0.000
H4 0.953585 -2.299677 3.832800  0.007
H5 -0.604429 3.416051 3.549662  0.001
H6 -1.915973 4.836645 1.924470  -0.001
H7 -3.054752 4.931675 -0.256136  0.000
H8 -4.340030 3.761731 -2.040521  0.000
H9 -4.610410 1.291333 -1.922814  0.000
H10 -3.394751 -0.081372 -0.338702  -0.018
C16 4.794421 -2.556612 -4.299533  0.000
C17 4.256778 -3.560287 -3.515640  0.000
C18 3.242468 -3.247869 -2.630421  -0.001
C19 2.794758 -1.937288 -2.493444  0.000
C20 3.433057 -0.906562 -3.177205  0.000
C21 4.406309 -1.249391 -4.094312  0.001
As1 1.374715 -1.660327 -1.251365  -0.056
C22 0.368200 -0.276653 -2.239520  0.022
C23 -0.493095 -0.394424 -3.355416  -0.005
C24 -1.144480 0.724467 -3.837530  0.002
C25 -1.084070 1.930544 -3.132957  0.002
C26 -0.298289 2.030108 -2.008312  -0.021
C27 0.450710 0.948049 -1.583525  0.022
C28 1.320003 1.002087 -0.414527  0.018
C29 1.621241 2.165600 0.268838  -0.006
C30 2.546304 2.139154 1.316449  -0.001
C31 3.118597 0.921517 1.704553  0.004
C32 2.831330 -0.243774 0.986086  -0.015
C33 1.957596 -0.196791 -0.090633  0.048
H11 5.558830 -2.816952 -5.015896  0.000
H12 4.572670 -4.569117 -3.634050  0.000
H13 2.775505 -3.992252 -2.013901  0.000
H14 3.060903 0.101785 -3.071153  0.000
H15 4.857688 -0.475151 -4.673170  0.000
H16 -0.538254 -1.324857 -3.897093  0.000
H17 -1.843422 0.596023 -4.684793  0.000
H18 -1.696212 2.756903 -3.512284  0.000
H19 -0.277288 2.927096 -1.396144  -0.001
H20 1.150052 3.123746 0.057631  0.000
H21 2.736763 2.997493 1.952040  0.000
H22 3.703911 0.812363 2.616951  0.000
H23 3.305227 -1.175174 1.306789  -0.003
N2 -4.682688 -3.160037 0.204440  0.004
C34 -3.461120 -2.979660 0.749813  -0.010
O1 -2.982818 -1.823338 0.876631  0.041
C35 -2.509372 -3.998642 1.059823  0.010
C36 -2.815247 -5.378150 0.881069  0.002
N3 -3.379062 -6.347649 0.601747  0.001
C37 -1.216796 -3.503549 1.340152  0.011
N4 -0.124054 -3.088212 1.492426  0.108
H24 -5.184959 -2.338179 -0.041231  0.000
H25 -4.995035 -4.067924 -0.048376  -0.001

Forces on the atoms, in the same order (eV/Å):
-0.867 2.120 -0.449
0.373 0.112 0.136
0.614 -0.299 0.595
0.423 -1.570 0.160
-1.071 0.999 0.057
-0.297 0.262 0.304
0.735 -0.321 -0.061
-0.139 0.509 -0.951
0.650 -0.963 0.921
-0.512 -0.005 -0.861
-0.859 -0.233 -1.534
0.335 -0.711 1.098
0.643 -1.644 1.295
0.780 -0.234 0.588
-0.005 -0.436 -0.675
0.574 1.562 0.560
-0.106 0.099 0.780
-0.541 0.319 -0.247
-0.539 -0.031 -0.532
-0.141 0.523 -0.114
0.022 -0.383 0.239
-0.261 0.041 -0.482
0.083 -0.306 0.006
0.016 0.142 -0.021
-0.638 0.805 -0.913
-0.239 0.086 -0.228
0.160 1.345 0.175
0.312 -0.441 0.360
-0.422 0.376 -0.167
-0.139 0.409 0.144
0.916 0.099 0.168
-0.606 -0.709 -0.229
0.033 0.534 -0.165
-1.189 0.308 0.138
-0.541 -0.256 -0.202
1.294 0.060 0.511
-0.921 -0.293 -0.042
-0.476 0.100 -0.770
-0.213 0.557 0.068
-0.332 -0.219 -0.070
0.468 0.089 -0.233
0.610 0.693 0.994
-0.261 -0.885 0.409
-0.314 -0.351 -0.282
0.330 0.054 0.359
0.202 -0.161 -0.094
0.062 0.168 -0.145
0.244 -0.645 -0.048
-0.084 -0.452 0.068
0.223 0.203 0.020
0.297 0.435 -0.355
-0.188 -0.240 -0.011
0.625 0.292 0.419
0.363 -0.164 0.393
-0.105 0.069 -0.343
0.003 -0.271 -0.194
-0.041 0.165 -0.341
0.062 0.325 -0.316
-0.251 0.193 -0.184
1.127 0.040 0.875
1.392 -0.766 -0.565
-0.464 1.943 0.303
-0.203 -0.952 0.108
-0.651 0.589 -0.292
0.375 -0.187 0.198
0.203 -0.840 -0.035
-0.297 -1.416 -0.045
-0.372 0.300 -0.153
-0.265 -0.539 -0.104

---

# 2
The following is a DFT calculation (the ωB97M-V functional and the def2-TZVPD basis) of a cluster of 11 separate species, C44H61B2Cl4N6O18 in total.

Computed properties:
molecular weight: 1125.43 g/mol
orbital gap: 7.90 eV
HOMO energy: -6.360 eV
net charge: -1
spin multiplicity: 1

Last column: Mulliken charge in e.
Cartesian coordinates (Å):
C1 21.992359 7.010877 3.526704  -1.294
C2 22.398186 7.469228 4.942661  -0.817
C3 23.528578 6.771195 5.711636  1.287
C4 22.952287 5.528080 6.488640  -1.581
N1 23.998764 4.415776 6.916104  1.289
C5 23.216725 3.331790 7.712453  -0.909
C6 23.027130 3.801704 9.101437  -0.729
C7 24.228201 4.800060 9.288049  -0.514
C8 24.966090 4.908643 7.966510  0.637
C9 24.769249 3.746079 5.688023  0.128
C10 23.766532 3.102025 4.674254  0.139
C11 24.420864 2.527368 3.390851  -1.112
H1 21.644132 7.923950 3.043875  0.496
H2 21.228287 6.254511 3.706165  0.293
H3 22.873891 6.610616 3.025912  0.146
H4 21.463903 7.527968 5.501021  0.351
H5 22.785698 8.484781 4.861484  0.557
H6 23.922615 7.474480 6.445280  -0.679
H7 24.377798 6.616172 5.046133  -0.210
H8 22.082696 5.061067 6.026235  0.463
H9 22.575851 5.914202 7.435903  0.654
H10 23.753880 2.385091 7.654914  0.322
H11 22.257643 3.048600 7.278794  0.229
H12 23.085853 2.962148 9.794104  0.233
H13 22.069488 4.287981 9.287335  0.491
H14 24.925458 4.491257 10.066882  0.408
H15 23.821573 5.702416 9.744657  -0.104
H16 25.843955 4.266815 7.892358  0.385
H17 25.172095 5.974669 7.870269  -0.481
H18 25.573353 3.074386 5.988606  0.867
H19 25.203474 4.609526 5.184042  -0.481
H20 23.219024 3.908513 4.186488  -0.087
H21 23.207380 2.340796 5.218292  0.059
H22 23.686592 2.389017 2.597250  0.478
H23 24.894097 1.565025 3.585928  0.243
H24 25.214838 3.090984 2.900913  -0.162
O1 24.673524 3.423993 13.595264  -0.672
C12 25.179067 2.725342 12.718478  0.597
O2 26.120366 2.994172 11.914599  -0.488
B1 26.283297 1.894053 10.897397  0.912
O3 25.276503 0.907046 11.338212  -0.445
C13 24.623375 1.317909 12.420982  0.611
O4 23.628295 0.855274 12.938333  -0.632
O5 27.649521 1.283732 11.189845  -0.583
C14 28.327382 1.180065 10.048493  0.264
O6 29.375272 0.573773 9.908817  -0.619
C15 27.446924 1.900652 8.932019  0.699
O7 26.319666 2.222792 9.452574  -0.070
O8 27.859331 2.237053 7.856987  -0.497
O9 27.133696 10.487852 2.059748  -0.637
C16 26.878649 9.925853 3.129583  0.330
O10 27.615978 9.060498 3.814101  -0.736
B2 26.921724 8.552539 5.007265  1.438
O11 25.617226 9.233671 4.983109  -0.173
C17 25.575317 10.053442 3.894666  0.677
O12 24.550896 10.727207 3.631793  -0.709
O13 27.589832 8.927253 6.239732  -0.626
C18 27.901031 7.803161 6.883149  0.222
O14 28.442800 7.739912 7.907525  -0.581
C19 27.502460 6.618017 6.000231  0.811
O15 26.947748 7.115470 4.976887  -0.506
O16 27.542338 5.461905 6.160485  -0.552
N2 20.611367 -0.010484 9.603715  0.040
C20 21.965983 -0.174244 9.273606  -0.972
C21 22.116780 -0.393026 7.898488  -0.199
C22 20.812081 -0.347210 7.393133  -0.241
C23 19.963389 0.026559 8.437803  -0.910
H25 20.286958 0.002725 10.560108  0.242
H26 22.723254 -0.111096 10.041036  0.600
H27 23.033607 -0.477715 7.334005  0.553
H28 20.569777 -0.574476 6.365499  0.441
H29 18.892194 0.148896 8.374715  0.519
N3 21.076610 -2.281751 1.727145  -0.044
C24 22.392035 -1.934914 1.494956  -0.585
C25 22.828950 -1.075563 2.450050  -0.727
C26 21.739090 -0.945891 3.356917  0.500
C27 20.645264 -1.632714 2.893823  -0.778
H30 20.534527 -2.637118 0.952563  0.247
H31 22.817247 -2.368805 0.602014  0.375
H32 23.804195 -0.651514 2.638431  0.385
H33 21.888180 -0.404568 4.279496  0.267
H34 19.652418 -1.642098 3.318783  0.364
N4 23.077459 9.189613 9.271742  0.352
C28 23.038307 8.901658 10.591541  -0.481
C29 24.307021 8.428889 10.893946  -0.686
C30 25.183150 8.769694 9.828723  -0.929
C31 24.337043 9.185332 8.799791  -0.637
H35 22.203179 9.371193 8.799770  0.263
H36 22.121376 8.913298 11.162073  0.391
H37 24.528321 8.088398 11.894689  0.465
H38 26.243568 8.624082 9.684758  0.497
H39 24.475855 9.493793 7.774128  0.895
N5 19.525264 3.087448 7.258865  0.257
C32 19.090119 3.868886 6.197314  -0.706
C33 18.440410 4.950535 6.771255  -0.527
C34 18.532776 4.864166 8.099025  -0.571
C35 19.146076 3.710009 8.482256  -0.518
H40 19.881843 2.142647 7.241200  0.079
H41 19.223476 3.657282 5.146675  0.469
H42 17.864139 5.726711 6.289734  0.487
H43 18.079325 5.586958 8.761113  0.462
H44 19.420741 3.288589 9.437957  0.482
N6 22.071952 8.194543 -2.304260  0.063
C36 22.299206 9.279427 -1.458634  -1.032
C37 22.257692 8.782529 -0.143918  0.009
C38 22.070354 7.424056 -0.188719  -0.084
C39 22.061541 7.086973 -1.548316  -0.790
H45 22.042536 8.283292 -3.309927  0.200
H46 22.399202 10.276517 -1.861405  0.391
H47 22.334868 9.351144 0.771029  0.437
H48 21.811459 6.884415 0.710260  0.427
H49 21.866650 6.084248 -1.898964  0.369
C40 28.927540 2.519408 4.102042  0.127
Cl1 28.117406 1.057475 4.672396  -0.097
Cl2 30.122069 2.268534 2.715896  -0.140
Cl3 27.748333 3.747879 3.693808  0.054
Cl4 29.889650 3.105014 5.436468  -0.063
C41 21.387334 11.271451 6.513688  -1.000
C42 20.293656 10.306561 6.752486  -0.027
O17 20.471342 9.586348 7.955493  -0.577
H50 22.343968 10.840337 6.808795  0.075
H51 21.215391 12.205411 7.048716  0.395
H52 21.253006 11.592448 5.480727  0.362
H53 20.261325 9.520762 5.997777  0.139
H54 19.418163 10.946063 6.639978  0.286
H55 19.764050 8.947631 8.071133  0.251
C43 24.960184 5.282963 0.237864  -0.495
C44 25.337244 6.733151 0.499930  0.180
O18 25.471413 7.511607 -0.650068  -0.651
H56 25.155287 4.721939 1.151805  -0.219
H57 25.628028 4.924245 -0.545342  0.405
H58 23.938790 5.044838 -0.059032  0.203
H59 26.226690 6.854729 1.118168  0.411
H60 24.463191 7.190780 0.963286  -0.114
H61 24.636901 7.933524 -0.867276  0.357

Forces on the atoms, in the same order (eV/Å):
0.762 -0.047 1.524
0.531 0.956 -0.106
-0.842 -0.990 0.443
1.606 0.102 0.202
-1.038 -1.231 -0.783
-0.445 -0.875 -1.389
1.223 0.688 0.971
-0.682 -0.762 1.522
-0.644 0.712 0.258
-1.625 1.320 -0.764
1.518 0.825 -0.365
0.544 -0.956 0.278
-0.323 -0.466 -0.403
-0.126 -0.066 -0.875
-0.189 -0.079 -0.349
0.128 0.028 0.525
-0.230 0.266 -0.073
-0.095 -0.027 0.129
-0.113 -0.555 -0.124
0.410 -0.296 -0.368
0.092 -0.095 0.165
0.676 0.292 0.129
0.002 0.631 -0.621
0.047 -0.039 -0.021
0.036 0.092 -0.248
0.041 -0.399 -0.131
0.178 0.540 -0.746
0.033 0.301 0.131
0.459 -0.193 -0.789
-0.234 0.104 0.662
0.377 -0.129 0.191
-0.937 0.072 0.976
-0.512 0.136 -0.484
-0.293 -0.153 0.253
-0.057 -0.199 0.002
-0.098 0.574 0.537
1.271 -0.793 -1.562
-2.976 0.375 3.582
1.498 0.845 -2.549
1.536 -1.044 1.807
-0.554 -0.490 -0.599
-1.371 0.749 -0.285
1.486 -0.192 -0.734
-0.531 0.533 -1.245
0.674 -1.305 0.100
-1.604 1.314 -0.131
3.457 -0.144 -0.186
-2.670 0.521 1.776
-0.544 -0.412 -0.136
-0.411 -1.441 2.794
0.823 0.775 -2.196
0.301 0.640 -1.020
0.215 1.477 -0.307
-0.149 0.446 -1.549
-4.559 1.196 0.964
3.562 -1.986 0.487
0.082 -0.484 0.299
-0.183 0.589 -1.908
1.396 -0.333 3.215
-0.158 1.213 0.954
-2.106 1.130 -3.251
0.835 -3.188 1.698
3.200 0.350 -0.337
0.400 -0.340 0.093
-0.364 0.491 2.094
-0.662 0.888 -0.023
-1.831 -1.456 -1.934
-0.166 0.316 -0.399
-0.062 -0.107 0.066
-0.012 -0.249 0.257
-0.397 0.338 0.055
-0.023 -0.112 0.164
0.044 0.792 0.626
-0.441 -0.421 -1.044
-0.255 -0.519 0.642
0.233 0.399 0.244
0.858 0.110 -0.485
-0.251 -0.051 0.562
0.388 0.257 0.116
-0.016 -0.166 -0.358
-0.589 0.037 0.062
0.046 -0.394 -0.342
-1.645 1.033 0.262
0.921 -1.783 -0.147
-0.056 1.304 1.541
-0.909 -0.617 -1.237
0.539 -0.167 -0.164
0.275 0.352 -0.557
0.093 -0.122 -0.116
0.446 -0.045 -0.101
-0.037 -0.046 0.349
0.476 -0.068 0.043
-0.539 0.939 0.973
-0.299 -0.004 0.989
-0.016 0.164 -3.798
-0.661 0.371 4.205
1.011 -0.989 -2.017
0.170 0.030 -0.275
0.102 -0.400 0.239
0.342 -0.040 -0.405
0.137 -0.078 0.225
-0.090 0.008 -0.167
1.057 1.520 0.667
-0.538 -0.570 0.617
0.289 2.445 -0.992
-0.193 -0.682 -1.245
-1.378 -2.053 1.606
0.153 -0.354 0.302
0.023 -0.122 0.147
0.076 0.250 -0.192
0.408 -0.664 -0.406
0.082 0.222 -0.520
0.923 0.250 0.117
0.074 -0.153 -0.699
-1.201 -0.235 0.613
0.032 -0.135 -0.546
0.307 0.225 0.346
0.311 0.567 0.137
-0.428 -0.674 -0.812
-0.200 0.499 0.991
0.246 0.294 -0.629
0.148 -0.150 0.515
0.836 -0.295 -0.263
-0.020 0.326 -0.607
-0.851 -0.593 0.652
-0.061 -0.009 -0.058
1.042 -0.330 0.034
-2.088 0.440 0.239
1.014 0.163 -1.396
0.089 -0.219 0.026
0.031 -0.325 0.005
-0.090 0.598 -0.069
-0.001 -0.195 -0.057
0.189 -0.092 1.156
-0.139 -0.023 0.140

---

# 3
The following is a DFT calculation (the ωB97M-V functional and the def2-TZVPD basis) of the molecule C4H5F2N3.

Computed properties:
molecular weight: 133.10 g/mol
orbital gap (alpha / beta): 8.40 / 7.40 eV
energy above the lowest of the compared OMol25 structures with the same formula, charge and spin: 821.9 kJ/mol
HOMO energy (alpha / beta): -9.254 / -8.589 eV
spin multiplicity: 1

Last column: Mulliken charge in e.
Cartesian coordinates (Å):
C1 -1.190115 -2.325345 -1.188876  0.341
C2 -0.589231 -3.206051 -0.450119  0.125
C3 0.152889 2.147671 0.483240  -1.422
C4 1.057786 0.944043 0.966230  -0.211
N1 -0.634941 -1.014745 -1.422762  -0.744
N2 -0.141034 -0.248387 -0.704698  0.715
N3 0.458155 -0.196312 0.351281  -0.256
F1 -2.311284 -2.404411 -1.815791  -0.210
F2 0.669082 -3.185195 0.093418  -0.161
H1 -0.837288 2.196782 0.837077  0.419
H2 -0.028327 2.174256 -0.540220  0.420
H3 0.434308 3.094055 0.716734  0.466
H4 0.961790 0.991546 2.075395  0.219
H5 1.998210 1.032092 0.599091  0.298

Forces on the atoms, in the same order (eV/Å):
1.826 1.698 0.808
2.055 -0.825 1.101
0.538 -1.573 0.513
-5.262 2.708 0.060
-2.397 -2.587 -3.442
2.292 2.919 2.275
0.436 -2.440 1.830
-1.598 -0.798 -0.622
-2.207 0.027 -0.958
-1.365 -1.025 1.148
0.329 -0.351 -2.146
1.847 2.777 0.917
0.428 -0.924 -0.864
3.079 0.394 -0.620

---

> Which of these has the highest spin multiplicity?

C37H25AsN4OV

---

> Which formula does entry 2 have?

C44H61B2Cl4N6O18